ORCA calculation (ωB97M-V/def2-TZVPD) on a cluster of 3 separate species, C2H8N2O4 in total.

Results
HOMO ... -10.706 eV
Orbital gap ... 0.4154 hartree
SMILES ... NC(=O)NC=O.O.O
ΔE to the lowest compared entry with this formula, charge and spin ... 2.1 kJ/mol

Geometry as ORCA input:
```
! RIJCOSX wB97M-V def2-TZVPD def2/J DEFGRID3
* xyz 0 1
N -1.4574 0.0989 -0.7121
C -0.3087 0.0146 -0.0553
O 0.2929 1.0064 0.3753
N 0.2449 -1.2441 0.2020
C -0.1076 -2.4210 -0.3967
O -0.9883 -2.5540 -1.2145
H -1.8558 -0.7058 -1.1757
H -1.7766 1.0271 -0.9576
H 1.0533 -1.1851 0.8272
H 0.4737 -3.2868 -0.0443
O -1.2407 3.0862 -0.6181
H -1.7037 3.5585 0.0922
H -0.5655 2.5514 -0.1480
O 2.5413 -0.2059 1.5794
H 3.3549 -0.2813 1.0680
H 2.0432 0.5406 1.1783
*
```

The net atomic charges from Löwdin, expressed in e, are: atom 1 (N): 0.22, atom 2 (C): -0.53, atom 3 (O): 0.01, atom 4 (N): 0.14, atom 5 (C): -0.30, atom 6 (O): 0.03, atom 7 (H): 0.10, atom 8 (H): 0.10, atom 9 (H): 0.11, atom 10 (H): 0.14, atom 11 (O): -0.08, atom 12 (H): 0.05, atom 13 (H): 0.00, atom 14 (O): -0.07, atom 15 (H): 0.05, atom 16 (H): 0.03

***

ORCA calculation (ωB97M-V/def2-TZVPD) on a cluster of 2 separate species, C4H8NO2 in total.

Results
HOMO (alpha / beta) ... -11.756 / -11.756 eV
Orbital gap (alpha / beta) ... 0.2525 / 0.1420 hartree
ΔE to the lowest compared entry with this formula, charge and spin ... 198.6 kJ/mol

Geometry as ORCA input:
```
! RIJCOSX wB97M-V def2-TZVPD def2/J DEFGRID3
* xyz 1 3
C 0.9662 0.7471 1.7835
C 0.5960 -0.3764 2.2345
C -0.1559 -1.5567 1.7405
C -0.7036 -1.5236 0.5264
N 0.1247 3.3716 -4.1588
O -0.4055 -2.5905 2.6311
O -1.2624 -2.6027 -0.0043
H 1.5854 1.5758 1.4269
H 0.7655 -0.6459 3.2584
H -0.4196 -0.6959 -0.2268
H -0.6641 2.7135 -4.4257
H 0.9209 2.7784 -4.3878
H 0.3724 4.2827 -4.4499
H -0.4757 -2.1642 3.4855
H -1.2444 -3.3134 0.5665
*
```

The net atomic charges from Löwdin, expressed in e, are: atom 1 (C): 0.28, atom 2 (C): -0.11, atom 3 (C): -0.20, atom 4 (C): 0.01, atom 5 (N): -0.02, atom 6 (O): 0.14, atom 7 (O): 0.22, atom 8 (H): 0.10, atom 9 (H): 0.12, atom 10 (H): 0.21, atom 11 (H): 0.04, atom 12 (H): -0.01, atom 13 (H): -0.01, atom 14 (H): 0.13, atom 15 (H): 0.10

***

ORCA calculation (ωB97M-V/def2-TZVPD) on a structure of composition C15H15AgN5O2SSe.

Results
HOMO ... -11.585 eV
Orbital gap ... 0.2972 hartree

Geometry as ORCA input:
```
! RIJCOSX wB97M-V def2-TZVPD def2/J DEFGRID3
* xyz 1 1
Ag 0.4152 -0.0902 0.2838
C -4.0697 -0.9529 -2.9027
O -3.0050 -1.5542 -2.1598
C -2.1039 -0.8262 -1.5163
O -1.2143 -1.3833 -0.8989
N -2.2380 0.5290 -1.5939
N -1.3293 1.3600 -0.9393
H -4.6398 -1.7806 -3.3098
H -3.6837 -0.3499 -3.7263
H -4.7185 -0.3615 -2.2543
H -2.9863 0.9452 -2.1191
H -1.8136 1.9449 -0.2708
H -0.8464 1.9430 -1.6107
Se 3.5773 1.4663 -1.2055
N 2.3769 0.1936 -0.9032
C 2.9547 -0.9735 -1.1855
C 2.3328 -2.2473 -1.0938
C 3.0627 -3.3462 -1.4208
C 4.4185 -3.2484 -1.8564
C 5.0507 -2.0526 -1.9688
C 4.3288 -0.8736 -1.6361
N 4.8132 0.3549 -1.7094
H 1.2942 -2.3181 -0.7904
H 2.6112 -4.3273 -1.3567
H 4.9452 -4.1575 -2.1137
H 6.0760 -1.9708 -2.3013
S 0.1561 0.5695 5.0474
C 0.3297 1.0029 3.3943
N -0.0245 0.1114 2.5261
C -0.4816 -1.0402 3.1529
C -0.9538 -2.1885 2.5148
C -1.3697 -3.2474 3.2922
C -1.3272 -3.1797 4.6899
C -0.8725 -2.0492 5.3365
C -0.4519 -0.9792 4.5532
H 0.7153 1.9754 3.1227
H -1.0004 -2.2200 1.4316
H -1.7383 -4.1454 2.8150
H -1.6632 -4.0276 5.2713
H -0.8430 -1.9925 6.4162
*
```

The net atomic charges from Löwdin, expressed in e, are: atom 1 (Ag): 0.73, atom 2 (C): -0.04, atom 3 (O): 0.01, atom 4 (C): -0.56, atom 5 (O): 0.01, atom 6 (N): 0.01, atom 7 (N): 0.02, atom 8 (H): 0.10, atom 9 (H): 0.10, atom 10 (H): 0.10, atom 11 (H): 0.13, atom 12 (H): 0.10, atom 13 (H): 0.10, atom 14 (Se): 1.15, atom 15 (N): -0.35, atom 16 (C): -0.38, atom 17 (C): -0.04, atom 18 (C): -0.05, atom 19 (C): -0.06, atom 20 (C): -0.01, atom 21 (C): -0.38, atom 22 (N): -0.24, atom 23 (H): 0.08, atom 24 (H): 0.11, atom 25 (H): 0.11, atom 26 (H): 0.12, atom 27 (S): 1.10, atom 28 (C): -0.45, atom 29 (N): -0.06, atom 30 (C): -0.32, atom 31 (C): -0.02, atom 32 (C): -0.06, atom 33 (C): -0.07, atom 34 (C): -0.07, atom 35 (C): -0.46, atom 36 (H): 0.08, atom 37 (H): 0.09, atom 38 (H): 0.11, atom 39 (H): 0.11, atom 40 (H): 0.12

***

ORCA calculation (ωB97M-V/def2-TZVPD) on a structure of composition C19H15BF3FeNO3.

Results
HOMO (alpha / beta) ... -14.444 / -16.120 eV
Orbital gap (alpha / beta) ... 0.2379 / 0.2221 hartree
ΔE to the lowest compared entry with this formula, charge and spin ... 57.3 kJ/mol

Geometry as ORCA input:
```
! RIJCOSX wB97M-V def2-TZVPD def2/J DEFGRID3
* xyz 2 5
C -2.1671 -2.6781 2.1946
N -1.2244 -1.5777 2.1863
C -1.5816 -0.3349 1.9012
C -0.3827 0.5707 1.9307
C 0.7391 -0.4317 2.1575
C 0.1770 -1.6930 2.3633
C 0.9430 -2.8568 2.3824
C 2.3484 -2.7232 2.2818
C 2.9117 -1.4624 2.0687
B 4.6104 -1.2514 2.1114
F 4.8087 0.0027 1.5237
F 4.8549 -1.2936 3.4856
F 5.1629 -2.3090 1.3984
C 2.1025 -0.3253 1.8817
H -1.6325 -3.6293 2.1874
H -2.8118 -2.6315 3.0850
H -2.7977 -2.6000 1.2983
H -2.5955 -0.1063 1.5662
H -0.4927 1.2886 2.7541
H 0.4592 -3.8264 2.4883
H 2.9690 -3.6140 2.3693
H 2.4913 0.6329 1.5351
O -1.8834 1.6661 -6.9148
C -1.8240 1.7392 -5.7574
Fe -1.2562 1.7208 -4.1137
C 0.1629 0.7395 -4.4517
O 1.1877 0.1987 -4.5696
C -0.0679 3.0021 -4.3114
O 0.8504 3.7182 -4.3533
C -0.1796 1.2909 0.6529
C -1.1705 2.3940 0.3421
C -1.5055 2.8666 -0.8932
C -1.9893 2.1722 -2.0688
C -1.9744 0.7618 -2.2076
C -1.0914 -0.0678 -1.3859
C -0.1080 0.3113 -0.5239
H 0.8229 1.7620 0.6652
H -1.4116 2.9817 1.2399
H -1.5806 3.9614 -0.9924
H -2.6696 2.7747 -2.7060
H -2.8385 0.2626 -2.6999
H -1.2076 -1.1559 -1.5695
H 0.8421 -0.2505 -0.5320
*
```

The net atomic charges from Löwdin, expressed in e, are: atom 1 (C): 0.05, atom 2 (N): -0.01, atom 3 (C): 0.13, atom 4 (C): -0.16, atom 5 (C): -0.09, atom 6 (C): -0.12, atom 7 (C): 0.07, atom 8 (C): 0.06, atom 9 (C): 0.07, atom 10 (B): -0.92, atom 11 (F): 0.19, atom 12 (F): 0.21, atom 13 (F): 0.23, atom 14 (C): 0.07, atom 15 (H): 0.10, atom 16 (H): 0.13, atom 17 (H): 0.12, atom 18 (H): 0.18, atom 19 (H): 0.19, atom 20 (H): 0.13, atom 21 (H): 0.15, atom 22 (H): 0.14, atom 23 (O): 0.19, atom 24 (C): -0.11, atom 25 (Fe): 0.27, atom 26 (C): -0.11, atom 27 (O): 0.20, atom 28 (C): -0.10, atom 29 (O): 0.21, atom 30 (C): -0.25, atom 31 (C): 0.03, atom 32 (C): -0.01, atom 33 (C): -0.15, atom 34 (C): -0.13, atom 35 (C): -0.03, atom 36 (C): 0.03, atom 37 (H): 0.18, atom 38 (H): 0.15, atom 39 (H): 0.14, atom 40 (H): 0.14, atom 41 (H): 0.14, atom 42 (H): 0.14, atom 43 (H): 0.15

***

The records above yield energy values of -491.548511; -361.971865; -3951.239606; -2600.919265 hartree, respectively.